1.
# C43H43CsN12O2

A molecular structure, C43H43CsN12O2 (wB97M-V/def2-TZVPD, the Open Molecules 2025 dataset).

XYZ file:
```
101
Properties=species:S:1:pos:R:3:forces:R:3:lowdin_charge:R:1
Cs -0.970 -0.255 1.333 -0.10 0.24 -0.27 1.047
O -4.106 -3.201 4.082 -0.03 0.05 0.04 -0.066
C -3.424 -2.713 3.152 -0.09 -0.05 -0.16 -0.514
N -2.118 -2.650 2.980 0.03 0.05 0.03 0.054
C -1.272 -3.358 3.841 0.08 -0.02 -0.05 -0.211
C -1.663 -4.502 4.558 -0.06 -0.05 0.02 -0.037
C -0.768 -5.268 5.291 -0.01 -0.01 0.00 -0.137
C 0.571 -4.915 5.341 0.02 0.07 -0.03 -0.143
C 0.982 -3.784 4.650 -0.02 -0.04 -0.01 -0.080
C 0.099 -2.984 3.921 0.06 0.00 0.02 -0.258
N 0.627 -1.885 3.219 0.00 -0.05 0.10 0.029
C 0.710 -0.707 3.788 0.02 -0.12 0.13 -0.693
O 1.159 0.325 3.230 0.21 0.09 0.07 -0.189
C 0.097 -0.487 5.161 -0.01 0.03 0.01 -0.193
C 0.666 -0.986 6.332 0.02 0.00 0.00 -0.017
C 0.039 -0.751 7.541 -0.03 0.01 -0.02 -0.084
C -1.150 -0.034 7.548 0.03 -0.02 0.00 -0.095
C -1.636 0.426 6.335 0.01 0.07 -0.02 -0.152
N -1.029 0.231 5.168 -0.07 -0.12 0.02 0.140
C -4.273 -2.125 2.003 -0.02 0.04 0.11 -0.185
C -5.660 -2.273 2.107 0.04 -0.03 -0.02 -0.023
C -6.470 -1.818 1.086 -0.02 0.00 0.00 -0.091
C -5.888 -1.202 -0.013 -0.02 0.09 -0.05 -0.090
C -4.511 -1.061 -0.023 0.01 -0.11 0.08 -0.158
N -3.723 -1.519 0.949 0.03 -0.04 0.08 0.018
H -2.705 -4.780 4.531 0.01 0.01 0.00 0.086
H -1.128 -6.145 5.819 0.00 0.00 0.01 0.079
H 1.286 -5.505 5.905 0.00 -0.01 -0.01 0.076
H 2.026 -3.488 4.647 0.00 0.00 0.01 0.100
H 1.575 -1.567 6.275 0.00 0.00 0.00 0.106
H 0.460 -1.137 8.462 0.00 0.00 0.00 0.094
H -1.694 0.156 8.464 0.00 0.00 0.00 0.085
H -2.566 0.985 6.299 0.00 0.00 -0.01 0.096
H -6.038 -2.757 2.996 -0.02 0.00 -0.01 0.101
H -7.547 -1.938 1.141 0.00 0.00 0.01 0.092
H -6.482 -0.825 -0.837 0.00 0.00 0.00 0.089
H -4.008 -0.559 -0.846 0.01 0.00 0.00 0.086
C -2.932 -3.952 -4.532 0.01 -0.01 -0.02 -0.083
C -1.991 -2.787 -4.372 0.02 0.00 0.00 -0.315
C -0.661 -2.842 -4.788 -0.03 -0.03 -0.01 -0.082
C 0.229 -1.803 -4.593 0.01 0.07 0.04 -0.039
C -0.149 -0.587 -3.944 -0.08 -0.01 -0.01 -0.293
N 0.638 0.449 -3.685 0.12 -0.07 -0.03 0.085
C 1.942 0.451 -4.142 -0.14 -0.01 0.04 -0.275
C 2.254 0.802 -5.463 0.01 0.00 -0.02 -0.033
C 3.557 0.963 -5.903 -0.01 0.00 0.01 -0.075
C 4.631 0.777 -5.037 0.03 0.01 -0.02 -0.303
C 6.055 0.973 -5.491 0.00 0.00 0.01 -0.076
C 4.349 0.405 -3.730 -0.04 -0.01 0.01 0.008
C 3.043 0.233 -3.289 0.07 0.02 0.02 -0.132
N 2.848 -0.139 -1.932 -0.01 0.00 -0.06 -0.098
C 1.944 -1.014 -1.425 -0.08 0.01 0.08 -0.053
C 2.159 -1.079 -0.070 0.21 -0.04 0.03 -0.096
C 3.236 -0.198 0.151 -0.10 0.07 0.07 -0.143
N 3.654 0.366 -0.969 0.01 -0.11 -0.05 0.065
C -1.518 -0.563 -3.529 -0.01 -0.02 -0.04 -0.149
C -2.387 -1.614 -3.735 0.00 0.03 0.02 -0.003
N -2.021 0.622 -2.905 0.12 -0.07 0.07 -0.109
C -2.787 1.563 -3.486 -0.08 0.05 0.01 -0.078
C -3.029 2.539 -2.544 0.11 -0.03 -0.08 -0.078
C -2.326 2.094 -1.412 -0.16 0.07 0.12 -0.204
N -1.723 0.935 -1.632 -0.05 0.03 -0.13 0.054
H -2.568 -4.645 -5.294 0.00 0.00 0.00 0.061
H -3.931 -3.626 -4.835 0.00 0.00 0.00 0.064
H -3.046 -4.519 -3.603 0.00 0.00 0.00 0.072
H -0.306 -3.744 -5.281 0.01 0.01 0.00 0.099
H 1.251 -1.899 -4.939 0.00 -0.02 -0.01 0.098
H 1.419 0.977 -6.132 0.01 0.01 -0.02 0.109
H 3.745 1.250 -6.933 0.00 0.00 0.00 0.095
H 6.095 1.203 -6.557 0.00 0.00 0.00 0.062
H 6.657 0.077 -5.320 0.00 0.00 0.00 0.070
H 6.537 1.794 -4.955 0.00 0.00 0.00 0.071
H 5.148 0.246 -3.015 0.00 0.00 0.00 0.111
H 1.231 -1.512 -2.059 0.01 0.00 -0.02 0.114
H 1.667 -1.676 0.684 -0.05 0.00 -0.04 0.059
H 3.686 0.066 1.095 0.00 0.00 0.00 0.104
H -3.406 -1.514 -3.370 0.01 0.02 0.00 0.115
H -3.089 1.462 -4.515 0.01 -0.02 0.00 0.118
H -3.604 3.442 -2.663 0.00 0.00 0.00 0.078
H -2.237 2.576 -0.449 0.00 -0.02 0.01 0.086
C 1.156 4.611 2.624 -0.02 -0.03 -0.04 -0.089
N 1.725 4.742 1.295 0.01 0.03 -0.06 -0.191
C 1.908 6.121 0.888 0.00 -0.06 0.03 -0.093
C 1.201 3.860 0.336 0.06 0.05 0.14 -0.457
N 0.156 3.183 0.622 -0.02 -0.13 -0.08 0.166
N 1.892 3.837 -0.869 -0.03 0.00 0.02 -0.156
C 1.309 3.013 -1.919 0.00 0.02 0.04 -0.068
C 3.350 3.778 -0.841 0.00 0.00 -0.02 -0.066
H 1.789 5.159 3.325 0.01 0.00 0.00 0.076
H 1.119 3.561 2.906 0.00 0.00 0.01 0.084
H 0.136 5.012 2.675 0.00 0.00 0.02 0.080
H 0.968 6.690 0.965 -0.01 0.01 -0.01 0.083
H 2.254 6.171 -0.141 0.01 -0.01 -0.02 0.072
H 2.647 6.603 1.534 0.00 0.00 0.00 0.077
H 0.012 2.464 -0.080 -0.07 0.00 -0.10 -0.016
H 1.324 1.941 -1.695 0.01 0.03 0.01 0.070
H 1.875 3.164 -2.838 0.00 0.00 0.00 0.088
H 0.273 3.300 -2.097 -0.01 0.00 -0.02 0.083
H 3.731 4.298 0.033 0.00 0.02 0.03 0.072
H 3.747 4.254 -1.741 0.01 0.02 -0.01 0.080
H 3.700 2.741 -0.817 0.00 0.04 0.00 0.062
```
Positions in Å, forces in eV/Å.

Output
- spin multiplicity = 1
- calculated total energy (eV) = -67815.2471
- net charge = -2
- F_max (eV/Å) = 0.4
- HOMO level (eV) = -1.827

***

2.
# C20H24NO2

2 unconnected molecules or ions with the total composition C20H24NO2 in a non-equilibrium geometry (wB97M-V/def2-TZVPD, the Open Molecules 2025 dataset).

XYZ file:
```
47
Properties=species:S:1:pos:R:3:forces:R:3:nbo_charge:R:1
C -5.834 0.949 2.536 -0.39 0.31 0.11 -0.068
C -5.119 -0.370 2.218 -0.23 -0.49 -0.04 -0.464
C -3.683 -0.058 2.504 0.94 0.27 0.14 -0.096
C -3.619 1.286 2.947 -0.67 0.26 -0.26 0.423
O -4.814 1.929 2.952 1.18 -1.33 -0.10 -0.434
C -2.412 1.885 3.324 -0.38 0.16 0.07 -0.293
C -1.261 1.148 3.207 0.28 -0.05 -0.14 -0.100
C -1.252 -0.141 2.591 0.93 -0.67 0.46 -0.113
C -0.015 -0.726 2.104 -2.91 2.48 -1.75 0.154
C 1.238 0.056 2.176 1.38 0.21 0.73 -0.204
C 2.416 -0.485 2.747 0.68 0.01 -0.43 -0.182
C 3.644 0.146 2.590 -0.94 1.02 -0.10 -0.070
C 3.689 1.460 2.092 -0.07 -0.40 -0.07 0.343
O 4.935 2.005 2.095 -0.24 -1.08 0.35 -0.461
C 5.854 0.968 2.655 0.18 0.65 -0.12 -0.065
C 5.028 -0.294 2.924 0.27 -0.29 0.17 -0.462
C 2.514 2.098 1.654 1.12 -0.11 0.25 -0.245
C 1.332 1.389 1.670 -0.70 -0.81 0.20 -0.169
C -2.505 -0.774 2.356 -1.08 0.36 -0.52 -0.105
H -6.356 1.364 1.665 0.19 -0.02 0.34 0.211
H -6.536 0.843 3.372 0.19 0.16 -0.25 0.209
H -5.487 -1.183 2.851 0.03 0.09 -0.03 0.243
H -5.300 -0.676 1.184 0.19 0.06 0.10 0.242
H -2.409 2.914 3.667 0.06 -0.15 0.09 0.253
H -0.327 1.616 3.504 -0.13 -0.20 -0.05 0.243
H -0.185 -1.324 1.192 0.29 0.09 0.86 0.235
H 2.430 -1.396 3.346 -0.05 0.19 -0.45 0.216
H 6.650 0.800 1.916 -0.34 0.19 0.22 0.206
H 6.301 1.365 3.578 -0.22 0.09 -0.41 0.202
H 5.123 -0.638 3.958 0.02 0.07 -0.09 0.235
H 5.362 -1.112 2.275 -0.18 0.09 0.11 0.232
H 2.569 3.127 1.315 -0.15 -0.12 -0.07 0.246
H 0.427 1.871 1.311 0.18 -0.11 -0.12 0.228
H -2.565 -1.806 2.008 0.26 0.22 -0.02 0.235
C 1.588 -4.724 1.889 0.03 -0.38 -0.22 -0.624
C 1.099 -4.028 3.137 -0.06 -0.26 0.28 -0.034
C 0.047 -4.807 3.884 -0.06 -0.52 0.11 -0.613
N 0.563 -2.679 2.794 0.68 -0.21 0.26 -0.806
H 2.114 -5.652 2.155 -0.19 0.24 -0.06 0.236
H 0.754 -4.988 1.224 0.19 0.12 0.15 0.219
H 2.300 -4.104 1.333 -0.07 -0.03 0.03 0.207
H 1.960 -3.854 3.806 -0.11 -0.19 -0.14 0.175
H 0.483 -5.732 4.285 -0.17 0.20 -0.09 0.227
H -0.339 -4.227 4.725 -0.06 -0.07 -0.03 0.211
H -0.781 -5.076 3.215 0.15 0.12 0.20 0.215
H 0.576 -2.169 3.685 0.28 -0.09 -0.50 0.375
H 1.299 -2.331 2.163 -0.29 -0.06 0.82 0.385
```
Positions in Å, forces in eV/Å.

Output
- spin multiplicity = 1
- calculated total energy (eV) = -26705.8711
- net charge = +1
- F_max (eV/Å) = 4.2
- HOMO level (eV) = -11.290

***

3.
# C28H27IrN3SSi

A molecular structure, C28H27IrN3SSi in a non-equilibrium geometry (wB97M-V/def2-TZVPD, the Open Molecules 2025 dataset).

XYZ file:
```
61
Properties=species:S:1:pos:R:3:forces:R:3:mulliken_spin:R:1
C 1.254 1.691 -0.309 -0.04 0.89 0.11 0.116
C 0.168 1.876 -1.244 0.14 0.20 0.15 0.029
C -1.074 1.836 -0.524 0.37 0.51 0.30 0.043
H 0.272 2.062 -2.306 -0.12 -0.13 0.18 0.002
C -0.754 1.653 0.857 -0.39 0.59 -0.31 0.098
C 0.678 1.570 0.995 0.10 0.44 -0.40 0.161
H 1.228 1.436 1.922 -0.11 -0.08 -0.26 0.018
H 2.315 1.649 -0.542 -0.33 0.10 0.04 0.015
H -2.075 1.947 -0.941 0.45 -0.08 0.07 0.018
H -1.472 1.597 1.665 0.18 0.05 -0.49 0.028
Ir -0.004 -0.079 -0.334 -0.33 -0.93 0.13 0.970
C -1.373 -3.336 -5.071 -0.01 -0.17 -0.16 0.002
H -2.090 -3.326 -4.245 0.12 0.04 -0.12 0.000
H -1.762 -2.738 -5.901 0.08 -0.15 0.18 0.000
H -0.411 -2.925 -4.751 -0.27 -0.04 -0.12 0.003
Si -0.240 -0.938 -2.484 -0.03 1.16 -2.80 0.100
C 1.499 -0.951 -3.268 -0.37 -0.37 0.72 0.018
C 2.318 0.184 -3.311 0.53 0.07 -0.10 0.036
H 1.993 1.121 -2.860 0.11 -0.27 -0.23 -0.001
C 3.581 0.140 -3.913 -0.31 0.03 -0.01 -0.009
H 4.204 1.038 -3.918 -0.20 -0.34 -0.07 0.000
C 4.025 -1.040 -4.519 -0.29 -0.04 0.10 0.021
H 4.982 -1.059 -5.043 -0.28 -0.05 0.23 0.001
C 3.227 -2.188 -4.452 -0.10 0.03 0.04 0.002
H 3.567 -3.118 -4.910 -0.07 0.27 0.14 0.000
C 1.985 -2.150 -3.803 0.54 -0.01 -0.13 0.031
H 1.391 -3.062 -3.714 0.19 0.20 -0.18 -0.005
C -1.350 0.125 -3.597 0.07 -0.38 0.33 0.038
C -0.884 0.694 -4.788 -0.10 0.36 -0.03 0.001
H 0.110 0.435 -5.157 -0.23 0.18 0.08 0.001
C -1.677 1.606 -5.499 0.00 -0.17 0.07 -0.003
H -1.281 2.073 -6.404 -0.17 -0.18 0.26 0.000
C -2.965 1.919 -5.053 0.27 -0.17 0.16 0.012
H -3.577 2.642 -5.600 0.21 -0.29 0.21 0.000
C -3.461 1.295 -3.902 0.00 -0.15 0.03 0.005
H -4.475 1.510 -3.560 0.28 -0.07 -0.12 0.001
C -2.665 0.391 -3.190 -0.12 0.47 -0.19 0.020
H -3.059 -0.093 -2.293 0.00 0.15 -0.19 -0.006
H -0.807 -2.308 -2.511 0.14 -0.17 0.59 0.053
H -1.220 -4.372 -5.399 -0.07 0.29 0.03 0.000
N -0.785 -2.127 3.939 -0.38 -0.23 1.29 0.259
C -0.954 -1.056 4.803 0.19 -0.40 -0.88 0.072
C -1.102 -0.960 6.177 0.05 -1.22 -0.26 0.243
C -1.214 0.335 6.716 -0.08 2.20 -0.06 0.174
C -1.175 1.484 5.903 -0.17 -0.90 2.03 0.101
C -1.052 1.376 4.517 0.05 -0.09 -1.33 0.268
C -0.963 0.091 3.973 0.06 -1.63 -1.36 0.032
N -0.864 -0.313 2.670 0.15 1.48 0.77 0.384
C -0.704 -1.646 2.653 0.89 -1.55 -1.91 0.185
C -0.319 -2.488 1.539 -0.46 5.27 0.81 0.332
C -0.163 -3.858 1.599 0.15 -3.73 0.47 0.631
S 0.667 -4.485 0.242 0.29 -0.91 0.23 0.182
C 0.888 -2.878 -0.351 -1.02 0.74 1.06 0.249
N 0.190 -1.958 0.333 0.67 -0.83 0.72 -0.043
H -0.734 -3.108 4.192 0.01 0.21 0.19 -0.022
H -1.141 -1.872 6.777 0.00 0.45 0.09 -0.008
H -1.338 0.465 7.789 0.06 -0.10 -0.23 0.011
H -1.248 2.472 6.358 0.00 -0.34 -0.06 0.005
H -1.017 2.226 3.837 -0.03 0.00 0.40 0.010
H -0.556 -4.460 2.407 0.14 -0.29 -0.38 0.028
H 1.569 -2.655 -1.178 -0.41 0.10 0.15 0.089
```
Positions in Å, forces in eV/Å.

Output
- spin multiplicity = 6
- calculated total energy (eV) = -55474.8641
- net charge = +2
- F_max (eV/Å) = 5.3
- HOMO level (alpha / beta) (eV) = -12.114 / -13.508

***

4.
# C5H7N3O2

C5H7N3O2 in the gas phase in a non-equilibrium geometry (wB97M-V/def2-TZVPD, the Open Molecules 2025 dataset).

XYZ file:
```
17
Properties=species:S:1:pos:R:3:forces:R:3:nbo_charge:R:1
C 0.297 -0.254 -1.204 -1.05 0.94 -0.04 0.109
C 1.218 -0.830 -0.223 2.67 -1.38 -3.19 0.039
C 2.412 -1.218 -0.789 -1.27 1.16 0.20 -0.400
C -1.683 0.361 0.069 1.95 1.15 -0.87 0.048
C 1.449 -0.791 2.043 0.35 -0.42 -2.04 -0.047
N -0.858 0.262 -1.037 -0.41 -0.58 -1.04 -0.426
N 0.811 -1.176 1.007 -0.95 0.56 2.53 -0.409
N -2.564 1.342 -0.002 0.36 -0.49 -1.51 0.389
O -2.901 1.852 -1.330 -1.05 1.15 2.47 -0.527
O -3.148 1.871 0.917 -0.78 0.38 0.68 -0.446
H 0.749 -0.159 -2.229 -0.63 -0.05 0.97 0.178
H 3.246 -1.609 -0.171 -0.66 0.02 -0.94 0.216
H 2.398 -0.985 -1.895 1.07 -0.60 1.50 0.214
H -1.294 0.125 1.045 -0.71 -0.18 0.38 0.207
H 2.436 -0.279 1.834 -1.04 -0.16 1.13 0.172
H 0.971 -1.104 2.956 0.71 0.23 0.73 0.199
H -3.538 2.592 -0.991 1.42 -1.72 -0.96 0.483
```
Positions in Å, forces in eV/Å.

Output
- spin multiplicity = 1
- calculated total energy (eV) = -13857.4438
- net charge = 0
- F_max (eV/Å) = 4.4
- HOMO level (eV) = -8.317

***

5.
# C4H19EuN2Si

A molecular structure, C4H19EuN2Si in a non-equilibrium geometry (wB97M-V/def2-TZVPD, the Open Molecules 2025 dataset).

XYZ file:
```
27
Properties=species:S:1:pos:R:3:forces:R:3:mulliken_spin:R:1
C 0.136 -1.139 -2.134 2.08 -0.85 -2.21 -0.038
Eu -0.205 -1.832 0.039 1.24 -0.87 0.35 7.036
N -1.216 -1.123 2.125 0.67 -0.89 1.42 -0.005
N -2.611 -2.300 -0.967 0.38 -0.36 1.15 0.003
H -1.433 -0.166 2.096 -0.43 1.37 0.07 0.002
H 0.917 -3.706 1.116 -0.15 0.05 -0.01 -0.011
H 1.343 -1.115 -2.160 -2.33 0.16 -0.13 0.000
H -0.278 -0.224 -2.607 0.32 -0.74 -0.36 -0.001
H -0.120 -2.173 -2.649 0.13 1.65 0.20 0.009
H -3.144 -1.534 -0.611 -0.47 0.48 0.02 0.002
H -2.860 -3.141 -0.472 -0.30 -0.24 0.01 0.001
H -2.752 -2.421 -1.937 -0.06 0.00 -1.08 0.003
H -2.011 -1.716 2.249 -0.62 -0.16 0.42 0.004
H -0.522 -1.320 2.859 -0.46 0.13 -0.48 0.003
C -0.420 2.562 0.627 0.09 0.95 0.04 -0.014
Si 0.807 1.225 0.093 -1.43 -2.43 0.10 0.005
C 1.713 1.820 -1.448 0.35 0.52 -0.15 -0.004
C 2.047 1.012 1.506 0.73 0.66 0.31 0.007
H -1.260 2.618 -0.086 0.30 0.00 0.25 0.000
H 0.080 3.547 0.649 -0.30 0.14 0.14 -0.001
H -0.835 2.361 1.630 0.16 0.04 -0.31 0.001
H 2.258 2.753 -1.223 0.06 -0.02 -0.24 0.000
H 2.436 1.066 -1.806 -0.29 0.27 0.16 0.000
H 1.007 2.017 -2.274 0.25 -0.10 0.32 0.002
H 2.661 1.928 1.593 0.20 -0.17 0.33 -0.001
H 1.537 0.843 2.474 0.18 0.06 -0.42 -0.001
H 2.725 0.158 1.318 -0.29 0.36 0.10 -0.002
```
Positions in Å, forces in eV/Å.

Output
- spin multiplicity = 8
- calculated total energy (eV) = -34639.5118
- net charge = -1
- F_max (eV/Å) = 3.1
- HOMO level (alpha / beta) (eV) = -1.531 / -1.591

***

The evaluated energy above the lowest of the compared OMol25 structures with the same formula, charge and spin for the records listed, in turn: 11.2 82.9 0.0 155.5 4.3 kcal per mole.